40
Properties=species:S:1:pos:R:3:forces:R:3:lowdin_charge:R:1 method="wB97M-V/def2-TZVPD" total_charge=0 homo_energy_ev=-9.89 relative_energy_ev=2.9597 molar_mass_g_mol=248.27 smiles=OCCO.OCCO.OCCO.OCCO gap_ev=10.2
O -0.5190 -1.3171 -2.0282 0.612 0.609 -0.174 -0.0739
C -0.0742 -2.6625 -1.9401 -1.164 -0.708 1.851 -0.2520
C 1.4539 -2.8636 -1.7936 -1.453 1.201 -1.106 -0.2397
O 2.0397 -2.6554 -0.5275 -0.214 -0.737 0.245 -0.0556
H -1.0616 -1.0798 -1.2726 0.080 -0.122 0.045 0.0766
H -0.5520 -3.1071 -1.0671 0.119 -0.102 0.535 0.1107
H -0.6243 -3.2027 -2.7106 1.013 -0.212 -0.764 0.1141
H 1.7939 -2.1017 -2.4951 0.824 -0.254 -0.324 0.1113
H 1.6612 -3.8802 -2.1275 0.386 0.165 0.142 0.1208
H 1.8273 -1.8092 -0.1268 -0.234 0.188 -0.426 0.0855
O 2.3461 -0.5815 6.4541 -1.013 -0.052 -1.467 -0.1084
C 1.0647 -0.5933 5.6564 2.064 0.609 1.430 -0.1755
C 1.1754 0.5433 4.6249 -0.472 0.560 3.107 -0.2340
O -0.1004 1.1195 4.4473 -2.022 -0.684 -2.333 -0.0951
H 2.2262 -1.0548 7.2806 -0.244 -0.157 -0.093 0.0638
H 0.8926 -1.5644 5.1922 -0.082 -0.046 0.223 0.1120
H 0.3256 -0.3098 6.4056 -0.521 -0.310 -0.383 0.1076
H 1.7138 0.1832 3.7482 -0.452 0.778 -0.242 0.1287
H 1.5203 1.4148 5.1813 2.446 -0.621 -0.298 0.1206
H -0.4544 1.4165 5.2887 0.277 -0.090 0.048 0.0811
O 3.7757 4.8735 -5.8854 0.873 1.185 -0.974 -0.0300
C 3.7191 4.4563 -4.5875 -1.654 -2.188 2.428 -0.3001
C 3.1241 3.0644 -4.6387 0.033 -2.836 0.647 -0.2239
O 2.7001 2.4665 -3.3807 -0.307 1.340 0.645 -0.0989
H 4.3596 5.6313 -5.8051 0.022 0.336 -0.906 0.0958
H 4.6624 4.3964 -4.0447 0.347 0.191 -0.242 0.1263
H 3.0260 5.0183 -3.9616 -0.063 0.583 0.036 0.1214
H 3.8512 2.2839 -4.8628 0.582 0.640 -1.321 0.1157
H 2.2812 2.9510 -5.3204 0.164 0.677 -0.348 0.1217
H 2.0407 1.8023 -3.5943 -0.010 0.057 0.047 0.0714
O -5.5641 -2.6444 -0.2989 -0.060 0.248 0.281 -0.0644
C -5.7377 -1.3210 0.2100 -0.264 -0.284 0.071 -0.2353
C -5.0039 -1.1105 1.5269 1.600 0.388 -0.047 -0.2074
O -3.6503 -0.7499 1.1433 0.002 0.258 -0.116 -0.1050
H -4.6753 -2.5959 -0.6585 0.114 -0.542 -0.140 0.0763
H -5.3240 -0.6800 -0.5685 0.052 0.642 0.434 0.1183
H -6.7985 -1.0795 0.2777 -0.056 -0.360 0.152 0.1168
H -4.8374 -1.9818 2.1603 -0.955 -0.509 -0.296 0.1169
H -5.3690 -0.3241 2.1875 -0.585 0.173 -0.353 0.1126
H -3.2348 -0.3511 1.9113 0.215 -0.012 -0.010 0.0734

=====

17
Properties=species:S:1:pos:R:3:forces:R:3:lowdin_charge:R:1 method="wB97M-V/def2-TZVPD" total_charge=0 homo_energy_ev=-9.03 relative_energy_ev=4.0063 molar_mass_g_mol=98.15 smiles=C[C@H]1N[C@H]1[C@H]1CN1 gap_ev=10.0
C 2.0088 0.0298 0.1399 0.075 -0.187 0.088 -0.0525
C 0.9732 1.0824 -0.0578 0.102 -0.303 1.257 -0.2971
N -0.1446 0.9712 -1.2281 1.115 -0.297 -0.358 0.0554
C -0.4463 0.8813 0.1818 0.291 0.034 0.410 -0.3204
C -0.8883 -0.4991 0.6418 0.014 0.247 0.125 -0.2992
C -2.0972 -1.1248 0.0650 -0.297 0.059 0.005 -0.1441
N -0.7667 -1.6363 -0.2556 0.164 0.011 -0.188 0.0155
H 2.9946 0.3372 -0.2220 -0.172 -0.032 0.027 0.0784
H 1.7146 -0.8982 -0.3516 0.065 0.049 0.130 0.0793
H 2.0681 -0.1446 1.2176 0.244 -0.193 -0.024 0.0869
H 1.2669 2.1193 0.1452 0.166 -0.271 -0.238 0.1395
H 0.7339 1.5120 -1.4862 -1.659 0.759 -0.738 0.1050
H -0.9441 1.6878 0.7270 -0.250 0.023 -0.344 0.1373
H -0.6332 -0.7139 1.6823 -0.075 0.084 -0.208 0.1375
H -2.7192 -1.7858 0.6651 0.128 0.144 -0.075 0.0961
H -2.6270 -0.5619 -0.7009 0.086 -0.069 0.069 0.1073
H -0.4935 -1.2565 -1.1633 0.006 -0.057 0.062 0.0751

=====

60
Properties=species:S:1:pos:R:3:forces:R:3:lowdin_charge:R:1 method="wB97M-V/def2-TZVPD" total_charge=+1 homo_energy_ev=-10.96 relative_energy_ev=0.5413 molar_mass_g_mol=643.49 gap_ev=7.1
Sc -0.1061 -1.0209 0.9913 -0.581 0.238 0.632 1.0705
C -3.0973 -1.3662 1.0038 0.083 -0.011 -0.064 -0.0790
C -2.9833 -0.0011 1.2476 0.013 -0.003 0.002 -0.0789
C -2.3696 0.4494 2.4133 0.068 0.005 -0.058 -0.0970
C -1.8427 -0.4650 3.3204 0.080 -0.027 -0.042 -0.0918
C -1.9546 -1.8339 3.0719 0.079 -0.025 -0.060 -0.0941
C -2.5912 -2.2854 1.9195 0.118 -0.001 -0.053 -0.0838
H -3.5634 -1.7151 0.0916 -0.037 -0.004 0.016 0.1259
H -3.3668 0.7109 0.5289 -0.013 0.005 0.006 0.1260
H -2.2824 1.5111 2.5995 -0.028 -0.001 0.017 0.1188
H -1.3463 -0.1178 4.2180 -0.035 0.001 0.009 0.1249
H -1.5340 -2.5508 3.7648 -0.056 0.008 0.023 0.1271
H -2.6424 -3.3448 1.7115 -0.035 0.001 0.025 0.1303
S -1.4066 -1.9501 -5.9965 0.014 -0.040 -0.007 1.0726
C -1.5006 -3.6172 -6.3473 -0.019 -0.003 0.031 -0.3912
C -1.2020 -4.3844 -5.2624 0.010 -0.002 -0.040 -0.1617
C -0.8814 -3.6076 -4.1219 -0.035 0.050 -0.106 -0.1057
C -0.9472 -2.2614 -4.3695 0.017 -0.075 0.076 -0.4993
C -0.6589 -1.1785 -3.4319 -0.004 0.045 0.077 -0.1726
C -0.8241 -1.4017 -2.0508 -0.007 0.063 -0.053 -0.0351
N -0.5621 -0.4910 -1.1312 0.245 -0.040 -0.049 0.0513
C -0.1024 0.7269 -1.5174 0.099 0.108 -0.031 -0.1290
C 0.0977 1.0488 -2.8633 -0.171 -0.130 0.022 -0.1108
C 0.6108 2.3426 -3.2126 0.019 0.060 0.051 0.0077
C 0.9243 3.2440 -2.2588 -0.021 -0.038 -0.073 0.0078
C 0.7583 2.9294 -0.8689 -0.082 -0.036 0.127 -0.1111
C 1.1213 3.8107 0.1595 0.009 -0.072 -0.017 0.0571
C 0.9869 3.4438 1.4841 -0.077 -0.019 -0.026 -0.1705
C 0.4570 2.1619 1.7393 -0.020 0.062 -0.090 -0.0362
N 0.0891 1.3209 0.7952 0.139 -0.143 -0.071 0.0479
C 0.2386 1.6833 -0.5012 0.031 -0.015 -0.054 -0.1377
C 1.3725 4.3156 2.5928 -0.221 -0.046 0.115 -0.4923
C 1.5522 3.9760 3.9089 0.131 0.066 -0.103 -0.1107
C 1.9753 5.0691 4.7028 0.126 0.009 -0.012 -0.1642
C 2.1103 6.2140 3.9783 -0.223 0.041 0.065 -0.3892
S 1.6540 5.9951 2.3506 0.262 -0.046 -0.033 1.0782
C -0.1973 0.0635 -3.8200 0.009 0.002 0.091 0.0672
H -1.7810 -3.9447 -7.3347 -0.007 -0.005 -0.014 0.0745
H -1.2030 -5.4633 -5.2771 0.002 -0.016 -0.007 0.1115
H -0.5851 -4.0377 -3.1755 0.011 0.031 0.038 0.1133
H -1.1672 -2.3618 -1.6869 0.001 -0.008 -0.035 0.1239
H 0.7496 2.5746 -4.2602 0.001 0.007 -0.008 0.1271
H 1.3201 4.2152 -2.5247 0.003 0.007 -0.002 0.1272
H 1.5353 4.7756 -0.1074 0.017 0.016 0.036 0.1153
H 0.3307 1.8224 2.7606 0.011 0.020 0.020 0.1222
H 1.4420 2.9762 4.3013 0.003 -0.039 -0.018 0.1102
H 2.1971 5.0016 5.7565 0.013 -0.001 0.014 0.1108
H 2.4283 7.1839 4.3227 -0.038 0.026 0.017 0.0756
H -0.0263 0.2839 -4.8670 -0.009 -0.031 -0.018 0.1237
O 1.1769 -1.6741 2.8783 -0.184 0.038 0.177 -0.1719
P 2.4829 -1.8305 1.8678 -0.147 0.035 -0.325 0.2779
O 3.7679 -1.6182 2.4968 -0.013 0.070 0.060 -0.1926
O 1.8598 -0.8854 0.8152 0.224 -0.030 -0.116 -0.3126
O 2.2982 -3.3066 1.2846 0.228 -0.126 0.091 -0.2187
P 1.1759 -3.8190 0.2259 -0.255 0.104 0.051 0.2593
O 1.6329 -3.1791 -1.1656 0.025 0.020 -0.073 -0.1039
O 1.0561 -5.2665 0.2201 0.029 -0.033 0.053 -0.2162
O -0.0622 -2.9514 0.5903 0.081 0.065 -0.289 -0.3478
H 1.1855 -2.1498 3.7171 0.111 -0.093 -0.047 0.1145
H 2.2002 -3.7695 -1.6778 0.005 -0.045 0.053 0.1051

=====

40
Properties=species:S:1:pos:R:3:forces:R:3:lowdin_charge:R:1 method="wB97M-V/def2-TZVPD" total_charge=0 homo_energy_ev="-9.64 / -9.64" spin_multiplicity=4 s_squared=3.790 molar_mass_g_mol=224.70 gap_ev="7.5 / 8.9"
Cr 0.4581 0.6635 -0.9624 -0.579 0.182 -0.276 0.9061
B 1.5646 -0.4651 -2.2266 0.789 -1.446 -0.879 -0.3529
H 2.0988 -0.2668 -1.3103 1.618 0.921 3.908 -0.0049
H 0.7084 -1.1176 -2.1541 -2.894 -2.439 0.226 0.0212
H 1.2580 0.4545 -2.7006 -1.120 4.289 -1.852 0.0113
H 2.4019 -0.8686 -2.7747 2.617 -1.479 -2.000 0.0260
B -1.3843 1.2141 -2.0573 -0.995 0.957 -0.576 -0.3068
H -0.7327 0.4116 -2.3668 2.990 -3.528 -1.187 -0.0231
H -1.3449 2.0717 -2.7110 0.947 3.115 -2.281 0.0038
H -2.4012 0.8672 -2.1556 -3.354 -1.633 0.306 0.0092
H -1.1045 1.4915 -1.0528 0.668 1.571 4.534 -0.0455
B -0.2637 -0.5844 0.5545 -0.021 -0.516 0.877 -0.3935
H -0.4250 0.4492 0.8190 -0.418 3.798 1.587 0.0064
H -0.7720 -0.7065 -0.3894 -1.893 -0.967 -3.758 0.0140
H 0.7742 -0.8675 0.4718 3.532 -0.578 -0.570 -0.0076
H -0.7193 -1.2804 1.2418 -1.192 -1.877 2.468 0.0424
C -1.0364 3.9480 0.2641 0.467 0.163 0.655 -0.1140
O -0.2694 2.8765 0.7940 0.407 -0.703 -0.385 -0.1658
H -0.6667 4.0647 -0.7547 -0.295 0.231 0.073 0.0888
H -2.1115 3.7688 0.2772 0.007 -0.170 -0.090 0.0921
H -0.8061 4.8198 0.8765 -0.210 0.394 -0.356 0.0833
H -0.3299 2.7623 1.7453 -0.382 0.286 -0.014 0.0908
C -3.5033 -1.9015 -0.2490 -1.514 -1.098 -1.286 -0.2078
O -2.9778 -1.9179 1.0054 0.190 0.370 1.957 -0.1116
H -4.4900 -2.3566 -0.1621 -0.132 -0.342 -0.017 0.0770
H -3.7691 -0.9534 -0.7165 0.809 0.515 0.060 0.0758
H -2.9337 -2.5647 -0.9001 0.091 0.275 -0.558 0.0870
H -2.0636 -1.6252 1.0103 -0.229 0.057 -0.195 -0.0114
C 1.9666 -3.5848 0.9972 -0.840 0.696 1.307 -0.1196
O 2.1904 -2.3093 1.6377 0.181 -0.521 -0.255 -0.1540
H 2.4228 -4.3049 1.6765 0.657 -0.246 -0.830 0.0800
H 0.9104 -3.8396 1.0844 -0.280 0.062 -0.242 0.0767
H 2.2126 -3.5564 -0.0643 0.533 -0.359 0.193 0.0824
H 1.3885 -1.8032 1.4879 0.089 0.068 0.124 -0.0077
C 2.1752 1.0563 1.9672 0.310 -1.275 0.226 -0.0819
O 2.0856 1.2656 0.5566 -0.348 1.072 -0.732 -0.1648
H 2.8866 0.2318 2.0160 -0.264 -0.243 0.830 0.0950
H 2.5707 1.8779 2.5643 -0.162 0.422 -0.501 0.0981
H 1.1901 0.7690 2.3346 0.229 -0.052 -0.034 0.0873
H 2.8417 1.8103 0.3261 -0.012 0.027 -0.454 0.1181

=====

15
Properties=species:S:1:pos:R:3:forces:R:3:lowdin_charge:R:1 method="wB97M-V/def2-TZVPD" total_charge=0 homo_energy_ev=-9.85 relative_energy_ev=3.4132 molar_mass_g_mol=109.13 smiles="C#CC(=O)N1C[C@@H]1C" gap_ev=10.4
C 3.0587 1.2478 -0.0703 -1.551 -2.798 0.114 0.1479
C 2.3464 0.2330 -0.0397 2.180 3.877 0.172 -0.0015
C 1.3810 -0.8453 -0.0553 2.585 -2.684 0.147 -0.5235
O 1.7210 -2.0173 0.0986 0.078 1.075 0.057 0.0857
N 0.1538 -0.5102 -0.4197 -2.246 0.141 -1.470 -0.0214
C -0.9691 -1.4065 -0.1980 -0.066 -0.167 0.395 -0.0342
C -0.8368 0.0018 0.4645 -2.540 -0.810 -4.307 -0.2372
C -1.7291 1.1244 -0.0889 -0.146 0.250 3.268 -0.0403
H 3.7780 2.0640 -0.0928 -0.625 -0.629 0.025 0.0407
H -0.7481 -2.2242 0.4868 0.097 0.141 -0.073 0.0991
H -1.6587 -1.7913 -1.0200 1.057 1.454 0.861 0.1365
H -0.6204 -0.1557 1.4533 0.312 0.532 2.541 0.1159
H -1.1644 2.0603 -0.0267 -0.320 0.097 0.285 0.0704
H -2.0642 1.0736 -1.0933 -0.068 -0.843 -0.947 0.0585
H -2.6483 1.1458 0.6015 1.254 0.361 -1.069 0.1036

=====

12
Properties=species:S:1:pos:R:3:forces:R:3:lowdin_charge:R:1 method="wB97M-V/def2-TZVPD" total_charge=0 homo_energy_ev=-9.04 relative_energy_ev=3.4708 molar_mass_g_mol=73.10 smiles="C=CN=C.O" gap_ev=9.1
C -0.9694 -1.0994 -1.5627 4.229 -0.164 0.621 0.0687
C 0.3688 -1.0342 -1.1529 -5.305 2.440 0.122 -0.1893
N 0.5998 0.0204 -0.2756 0.156 0.370 3.080 -0.0668
C 1.5651 0.2185 0.5576 -1.124 -1.113 -2.688 0.0022
H -1.7609 -0.7402 -0.9727 -0.574 1.140 0.582 0.0332
H -1.1973 -1.3907 -2.5397 -0.454 -1.587 -1.071 0.0264
H 1.1184 -1.5910 -1.5469 2.316 -1.477 -1.509 0.0594
H 1.4634 1.0674 1.1889 0.290 0.627 0.566 0.0579
H 2.4549 -0.3898 0.5270 0.498 -0.245 0.415 0.0709
O -1.1683 1.4927 1.9070 4.127 1.081 3.515 0.0210
H -0.7300 0.8882 1.3659 1.146 -1.583 -1.652 -0.0435
H -1.9878 1.5619 1.5981 -5.306 0.511 -1.980 -0.0401